{
  "formula": "C51H141AsF6N11O16V",
  "method": "ωB97M-V/def2-TZVPD",
  "species": ["V", "As", "F", "F", "F", "F", "F", "F", "C", "C", "C", "O", "C", "N", "H", "H", "H", "H", "H", "H", "H", "H", "H", "H", "H", "C", "C", "C", "O", "C", "N", "H", "H", "H", "H", "H", "H", "H", "H", "H", "H", "H", "C", "C", "C", "O", "C", "N", "H", "H", "H", "H", "H", "H", "H", "H", "H", "H", "H", "C", "C", "C", "O", "C", "N", "H", "H", "H", "H", "H", "H", "H", "H", "H", "H", "H", "C", "C", "C", "O", "C", "N", "H", "H", "H", "H", "H", "H", "H", "H", "H", "H", "H", "C", "C", "C", "O", "C", "N", "H", "H", "H", "H", "H", "H", "H", "H", "H", "H", "H", "C", "C", "C", "O", "C", "N", "H", "H", "H", "H", "H", "H", "H", "H", "H", "H", "H", "C", "C", "C", "O", "C", "N", "H", "H", "H", "H", "H", "H", "H", "H", "H", "H", "H", "C", "C", "C", "O", "C", "N", "H", "H", "H", "H", "H", "H", "H", "H", "H", "H", "H", "C", "C", "C", "O", "C", "N", "H", "H", "H", "H", "H", "H", "H", "H", "H", "H", "H", "C", "C", "C", "O", "C", "N", "H", "H", "H", "H", "H", "H", "H", "H", "H", "H", "H", "C", "C", "C", "O", "H", "H", "H", "H", "H", "H", "H", "H", "C", "C", "O", "O", "H", "H", "H", "H", "H", "H", "C", "C", "O", "O", "H", "H", "H", "H", "H", "H"],
  "xyz": [[-3.233, -4.510, 1.330], [-1.393, -0.107, 0.013], [-2.187, -1.692, -0.343], [-2.368, 0.821, -1.147], [-0.613, 1.384, 0.536], [-0.377, -1.002, 1.220], [-0.166, -0.446, -1.249], [-2.658, 0.120, 1.269], [-4.293, -5.378, -2.661], [-3.064, -5.096, -1.790], [-1.786, -4.602, -2.594], [-0.882, -4.096, -1.581], [0.280, -3.449, -2.064], [-3.521, -4.080, -0.885], [-4.122, -6.184, -3.375], [-4.518, -4.563, -3.349], [-5.128, -5.730, -2.055], [-2.881, -6.004, -1.214], [-2.050, -3.811, -3.295], [-1.324, -5.417, -3.152], [0.999, -4.195, -2.404], [0.678, -3.102, -1.110], [0.028, -2.571, -2.658], [-4.425, -3.853, -1.274], [-2.930, -3.292, -1.109], [0.059, 3.045, -2.385], [0.548, 2.453, -3.698], [1.648, 3.324, -4.360], [2.558, 3.772, -3.380], [3.508, 4.718, -3.806], [1.156, 1.172, -3.347], [-0.070, 4.123, -2.483], [0.856, 2.994, -1.643], [-0.813, 2.621, -1.887], [-0.319, 2.343, -4.349], [1.119, 4.181, -4.776], [2.166, 2.768, -5.141], [3.061, 5.673, -4.082], [4.044, 4.280, -4.648], [4.186, 4.847, -2.963], [0.527, 0.864, -2.619], [1.964, 1.516, -2.847], [0.884, -4.990, 1.093], [-0.203, -4.438, 2.053], [0.305, -3.659, 3.252], [-0.779, -3.078, 3.964], [-0.424, -2.085, 4.960], [-1.274, -3.722, 1.357], [1.352, -5.870, 1.533], [1.668, -4.248, 0.946], [0.485, -5.276, 0.120], [-0.697, -5.330, 2.439], [0.892, -2.851, 2.816], [0.951, -4.272, 3.881], [-1.356, -1.586, 5.226], [0.118, -1.262, 4.495], [0.023, -2.527, 5.850], [-1.020, -2.789, 1.647], [-0.855, -3.657, 0.440], [3.213, 3.026, 2.982], [4.696, 3.572, 3.290], [4.569, 5.021, 3.817], [4.110, 5.838, 2.797], [3.369, 6.987, 3.307], [5.268, 2.667, 4.337], [2.569, 3.336, 3.805], [3.227, 1.937, 2.924], [2.767, 3.408, 2.063], [5.260, 3.621, 2.358], [5.536, 5.392, 4.156], [3.876, 5.030, 4.658], [4.107, 7.616, 3.804], [2.512, 6.761, 3.941], [2.950, 7.588, 2.500], [4.658, 2.768, 5.135], [5.054, 1.717, 4.071], [0.207, -1.359, -5.781], [0.477, -2.719, -6.391], [-0.790, -3.535, -6.735], [-1.554, -3.830, -5.599], [-2.689, -4.523, -5.960], [1.390, -2.474, -7.482], [-0.473, -0.827, -6.446], [1.114, -0.768, -5.653], [-0.179, -1.398, -4.762], [1.044, -3.333, -5.691], [-0.399, -4.431, -7.216], [-1.385, -2.996, -7.473], [-3.397, -4.567, -5.132], [-2.420, -5.567, -6.124], [-3.157, -4.069, -6.833], [2.097, -1.791, -7.250], [2.053, -3.234, -7.443], [4.527, -3.190, 6.373], [5.470, -2.858, 5.162], [5.433, -1.296, 4.835], [4.191, -0.668, 4.796], [3.329, -1.135, 3.744], [6.823, -3.203, 5.669], [4.592, -4.250, 6.619], [3.518, -2.844, 6.149], [4.916, -2.596, 7.200], [5.262, -3.422, 4.252], [6.099, -1.129, 3.988], [5.906, -0.795, 5.679], [2.364, -0.636, 3.830], [3.253, -2.222, 3.720], [3.749, -0.879, 2.771], [6.677, -4.088, 6.134], [7.466, -3.388, 4.912], [7.156, 1.124, -1.120], [6.115, 2.256, -1.139], [4.804, 1.856, -0.457], [4.171, 0.774, -1.148], [3.002, 0.421, -0.409], [6.773, 3.388, -0.508], [7.390, 0.848, -0.091], [8.100, 1.370, -1.605], [6.693, 0.245, -1.568], [5.913, 2.586, -2.158], [4.185, 2.752, -0.404], [4.987, 1.621, 0.592], [2.153, 1.105, -0.409], [3.282, -0.064, 0.526], [2.691, -0.376, -1.084], [6.089, 4.113, -0.346], [7.116, 3.051, 0.380], [-5.247, 4.334, -4.613], [-4.880, 3.077, -5.482], [-4.404, 1.870, -4.592], [-3.912, 0.788, -5.447], [-3.230, -0.243, -4.697], [-6.204, 2.690, -6.003], [-5.760, 4.095, -3.682], [-6.001, 4.939, -5.117], [-4.460, 5.073, -4.458], [-4.096, 3.364, -6.183], [-5.217, 1.608, -3.915], [-3.626, 2.208, -3.907], [-2.813, -0.931, -5.433], [-3.936, -0.830, -4.109], [-2.363, 0.129, -4.151], [-6.127, 1.799, -6.471], [-6.546, 3.347, -6.690], [5.857, -2.144, 0.744], [4.997, -2.936, -0.178], [5.417, -2.607, -1.667], [4.561, -3.261, -2.568], [3.306, -2.544, -2.790], [5.166, -4.380, 0.010], [5.482, -2.235, 1.764], [5.773, -1.096, 0.455], [6.913, -2.375, 0.612], [3.924, -2.832, -0.017], [6.346, -3.085, -1.979], [5.604, -1.541, -1.795], [2.654, -2.642, -1.922], [2.789, -2.996, -3.637], [3.368, -1.472, -2.979], [4.686, -4.867, -0.734], [6.161, -4.545, -0.056], [-4.829, -1.050, 3.330], [-3.855, -2.249, 3.133], [-4.101, -3.419, 4.018], [-3.345, -4.462, 3.529], [-3.208, -5.474, 4.465], [-3.988, -2.537, 1.716], [-4.671, -0.207, 2.657], [-4.789, -0.630, 4.336], [-5.856, -1.395, 3.211], [-2.828, -1.928, 3.310], [-5.152, -3.687, 3.907], [-3.810, -3.126, 5.027], [-2.747, -5.083, 5.372], [-2.550, -6.271, 4.119], [-4.193, -5.879, 4.695], [-3.708, -1.651, 1.319], [-4.959, -2.337, 1.526], [-4.098, 4.951, 2.861], [-4.886, 3.678, 2.524], [-4.317, 2.972, 1.270], [-4.543, 3.721, 0.118], [-3.977, 3.236, -1.082], [-5.021, 2.807, 3.673], [-4.544, 5.543, 3.660], [-4.272, 5.523, 1.949], [-3.032, 4.777, 3.009], [-5.919, 3.894, 2.252], [-4.639, 1.939, 1.136], [-3.238, 3.042, 1.411], [-4.330, 3.860, -1.903], [-4.325, 2.220, -1.269], [-2.888, 3.260, -1.025], [-4.096, 2.500, 3.937], [-5.466, 1.912, 3.532], [1.554, 5.262, 0.648], [0.591, 6.399, 0.158], [-0.867, 5.881, 0.070], [0.703, 7.380, 1.098], [1.261, 4.930, 1.644], [2.580, 5.632, 0.639], [1.613, 4.423, -0.045], [0.933, 6.843, -0.777], [-0.897, 5.078, -0.667], [-1.557, 6.657, -0.261], [-1.239, 5.456, 1.001], [0.555, 6.865, 1.894], [-7.011, -1.424, -0.374], [-5.922, -1.198, -1.438], [-5.619, -2.416, -2.155], [-6.512, -2.073, 0.788], [-7.690, -2.106, -0.886], [-7.485, -0.455, -0.220], [-5.007, -0.754, -1.045], [-6.332, -0.493, -2.162], [-6.482, -2.726, -2.437], [-7.123, -2.808, 0.882], [-1.053, 1.484, 4.111], [-0.433, 2.682, 3.370], [-0.448, 3.844, 4.166], [-2.387, 1.769, 4.566], [-0.463, 1.298, 5.009], [-1.109, 0.588, 3.494], [-1.055, 2.898, 2.502], [0.574, 2.495, 2.995], [-1.260, 3.804, 4.677], [-2.628, 1.039, 5.141]],
  "forces_ev_per_angstrom": [[1.5, 3.6, -0.6], [1.0, 2.0, -0.5], [0.3, 1.0, 0.0], [0.8, -1.7, 1.1], [-0.6, -1.5, -0.5], [-0.8, 0.2, -0.7], [-1.5, 0.1, 1.6], [0.7, -0.7, -0.8], [0.8, -1.2, -1.3], [0.4, -1.3, -2.1], [-0.4, -0.3, 1.7], [-1.8, -1.0, -0.6], [0.2, 0.0, 1.5], [0.4, 0.4, 2.3], [0.3, -0.3, 0.2], [-0.3, 0.4, 0.6], [-0.2, 0.4, 0.0], [0.6, -0.4, -0.1], [-0.1, 0.1, 0.0], [-0.1, -0.1, 0.0], [-0.1, 0.3, -0.8], [0.5, 0.5, -0.2], [0.3, -0.3, -0.5], [-0.9, 1.0, 0.6], [0.2, 1.0, 0.7], [0.5, 1.7, 0.4], [0.5, 0.3, 0.5], [-1.1, 0.5, 0.4], [-0.6, -0.5, 0.7], [0.1, -0.6, 0.0], [-0.4, -0.3, -0.4], [-0.5, 0.2, -0.1], [0.2, -0.2, 0.0], [-0.2, -0.3, -0.6], [0.2, -0.1, -0.5], [0.1, 0.3, -0.4], [0.0, -0.1, -0.2], [-0.1, 0.1, -0.1], [0.3, 0.3, -0.2], [0.0, 0.2, -0.1], [0.3, -0.8, 0.1], [0.7, -0.5, 0.3], [0.1, 0.5, 0.7], [-0.1, -3.0, 0.9], [0.2, 1.0, -0.3], [-0.1, -0.3, 0.2], [-0.6, 0.1, -0.8], [0.5, 0.3, -0.4], [0.0, 0.1, 0.0], [0.1, 0.1, -0.1], [-0.2, 0.0, 0.1], [-0.1, -0.5, 0.4], [0.5, 0.3, 0.2], [0.0, -0.1, 0.0], [-0.2, -0.4, 0.3], [0.7, -0.3, 0.1], [0.3, 0.1, -0.2], [-1.4, 1.5, 0.3], [-0.9, -0.2, -1.6], [1.2, 0.8, -0.1], [-2.3, -0.5, 0.6], [0.7, -1.0, 0.2], [-1.8, 1.1, -0.5], [1.1, 0.0, -0.7], [0.0, 0.9, -0.8], [-0.1, -0.1, 0.1], [0.0, -0.1, 0.0], [0.2, 0.1, 0.0], [0.3, -0.4, 0.2], [0.2, -0.1, 0.3], [-0.1, -0.1, 0.3], [-0.3, 0.1, 0.5], [0.2, -0.6, 0.3], [0.3, -0.4, -0.4], [0.0, 0.3, 0.5], [0.3, -0.3, -0.3], [-0.4, 0.1, 0.5], [0.3, 0.6, 1.6], [1.7, 0.8, -1.0], [0.7, 0.9, 0.8], [-0.5, -0.9, 0.1], [0.8, -1.1, -1.2], [-0.1, 0.3, 0.2], [0.1, -0.1, -0.2], [-0.5, -0.1, -0.1], [-0.3, -0.2, 0.8], [-0.3, -0.5, -0.1], [-0.2, 0.2, -0.1], [0.0, 0.4, 0.0], [-0.1, -0.3, -0.6], [-0.2, -0.2, -0.1], [-0.7, 1.1, 0.3], [-0.2, -1.0, -0.9], [0.7, 0.8, -1.4], [-0.1, 1.1, 1.1], [1.2, -1.3, 1.5], [-1.6, -0.4, -1.2], [1.0, 0.5, 0.1], [-0.7, 0.2, -0.4], [-0.3, 0.0, 0.0], [-0.2, -0.3, 0.2], [-0.1, -0.1, 0.1], [-0.4, -0.2, 0.0], [-0.3, 0.3, -0.6], [0.3, -0.2, 0.1], [0.0, -0.1, 0.2], [-0.3, -0.2, 0.4], [0.1, 0.3, -0.2], [0.5, -0.2, 0.2], [0.2, 0.1, -0.1], [-0.9, -0.3, -0.2], [1.0, -0.3, -0.1], [0.8, 0.3, -0.7], [-0.1, 1.7, 1.5], [0.4, -2.1, -2.1], [-0.4, -0.1, 0.2], [0.0, 0.1, 0.2], [-0.3, 0.1, -0.2], [0.3, -0.1, -0.2], [-0.2, -0.4, -0.2], [-0.5, 0.1, -0.3], [0.2, -0.5, 0.3], [0.4, 0.6, 0.5], [-0.2, 0.5, 0.4], [-0.8, -0.4, 0.4], [0.1, 0.4, 0.2], [0.2, 0.4, 0.4], [0.2, 0.1, -0.4], [-1.3, 0.1, 2.1], [0.7, 0.8, -1.1], [-0.2, 0.4, 1.6], [-0.3, 0.4, -1.4], [0.6, -0.6, -0.4], [0.3, -0.3, 0.2], [-0.1, -0.2, -0.5], [0.4, -0.4, 0.3], [-0.1, -0.3, -0.3], [-0.5, -0.6, -0.3], [0.6, 0.0, -0.2], [-0.1, 0.0, -0.2], [0.0, 0.2, 0.5], [-0.2, 0.3, 0.4], [0.0, -0.2, -0.2], [0.0, 0.2, 0.0], [-0.5, 0.8, 0.2], [0.7, -1.2, -2.1], [0.0, -0.6, 0.9], [-2.2, 1.6, -1.0], [0.4, -0.8, 0.3], [0.1, 0.2, 1.0], [0.5, -0.1, 0.2], [-0.1, 0.2, 0.1], [0.0, -0.3, 0.3], [-0.1, 1.0, -0.1], [0.5, 0.0, 1.0], [-0.8, 0.3, -0.4], [0.1, -0.1, 0.2], [0.2, -0.2, -0.1], [0.7, 0.1, -0.1], [0.2, -0.1, -0.2], [0.1, -0.6, -0.1], [-0.1, -0.4, 1.3], [0.3, 2.6, 0.8], [-1.7, 2.1, -0.3], [1.1, -0.8, -3.1], [0.3, -1.9, 1.5], [0.3, -1.6, 0.1], [0.4, -0.2, -0.2], [0.2, -0.1, 0.1], [-0.1, 0.0, -0.1], [0.1, 0.1, -0.1], [-0.3, -0.2, 0.7], [-0.2, -0.4, 0.1], [-0.1, 0.1, 0.0], [-0.1, 0.1, -0.3], [0.0, -0.1, 0.2], [1.7, 0.2, -1.1], [-1.4, -1.1, -0.6], [-1.2, -0.2, -1.0], [-1.2, -0.7, -0.5], [1.5, 1.1, 0.4], [-1.2, 0.8, -0.6], [-0.3, 0.1, 0.5], [1.0, -0.6, 0.8], [0.1, -0.4, 0.2], [0.6, 0.4, 0.0], [0.0, 0.0, 0.1], [-0.1, 0.7, -0.1], [-0.2, -0.3, 0.2], [0.6, -1.0, 0.2], [0.1, 0.1, 0.2], [0.1, -0.3, -0.1], [0.1, -0.1, -0.1], [0.4, 0.3, 0.4], [-0.7, 0.1, -0.7], [0.0, 0.5, -1.6], [0.0, -2.4, -0.4], [0.6, 0.0, -0.8], [-0.2, 1.5, 1.5], [0.0, 0.0, 0.0], [0.0, 0.2, 0.5], [-0.5, -0.3, 0.0], [-0.1, -0.3, -0.2], [-0.1, -0.1, -0.1], [0.1, 0.1, 0.1], [0.2, 0.1, 0.3], [0.0, 0.7, 0.8], [1.0, 0.4, -2.0], [-0.5, 0.0, -0.1], [0.2, 0.2, 0.9], [-0.6, -0.3, 0.0], [-0.6, 0.2, 0.3], [-0.1, -0.2, 0.7], [0.1, -0.2, 0.0], [0.0, 0.2, 0.0], [0.0, -0.3, -0.5], [0.0, -0.1, 0.6], [0.5, 0.1, 0.2], [-1.5, -0.1, -0.3], [0.5, -0.1, 0.4], [0.3, 0.2, -0.3], [0.4, -0.2, 0.0], [0.4, 0.0, -0.3], [-0.1, -0.3, -0.4], [0.0, -0.2, 0.3], [-0.2, 0.3, 0.2], [-0.1, 0.2, 0.2]],
  "lumo_ev": [-9.94, -8.81],
  "charge": 2,
  "spin_multiplicity": 3,
  "total_energy_ha": -7612.042583,
  "orbital_gap_ha": [0.0695, 0.1113]
}